Computed, not measured: a structure of composition C5H11ClLuNOsSe in a non-equilibrium geometry, with the ωB97M-V functional and the def2-TZVPD basis.

The strongest force on any atom comes out at 0.1303 hartree/bohr. The HOMO-LUMO gap (spin up / spin down) is 5.830 / 7.093 eV. Its expectation value of S² is 6.02. The calculation puts the HOMO energy (spin up / spin down) at -7.135 / -8.311 eV. Its multiplicity is 5. The value obtained for the calculated total energy is -120803.7507 eV. As for the net charge: 0.

XYZ file:
```
21
Properties=species:S:1:pos:R:3:forces:R:3
Lu 0.01668 -0.21224 1.55909 0.688 1.056 2.413
Cl -0.36335 1.69665 0.02681 -0.540 2.341 0.864
C -2.01470 -0.36197 2.03431 -0.962 -0.580 0.154
H -1.92208 -0.83289 3.01272 -0.456 -0.140 0.354
H -2.54960 -0.97991 1.34739 -0.818 -0.507 -0.306
H -2.43093 0.62484 2.12277 -0.379 0.291 0.154
Os 0.41364 0.14082 -1.44539 0.285 -1.415 -0.986
C 2.31996 0.65370 -1.93076 1.123 1.136 -1.131
C -0.81667 -0.04532 -3.05048 -0.099 -0.682 -0.903
C 0.27735 -1.40987 -0.19326 0.042 -0.956 -2.445
H -1.20626 -1.07713 -3.08025 0.006 0.388 -0.171
H -1.66329 0.66757 -3.02163 0.466 -0.228 0.276
H -0.21144 0.14515 -3.96093 -0.376 -0.126 0.347
H 2.99586 -0.14649 -1.58377 -0.243 0.131 -0.107
H 2.37751 0.72783 -3.03563 0.365 0.024 0.486
H 2.63019 1.61654 -1.48364 0.011 -0.361 -0.267
H -0.53167 -2.11958 -0.22360 -0.115 -0.716 0.285
H 1.29565 -1.76185 -0.01471 0.194 -0.672 -0.349
Se 0.99096 0.42373 5.70589 0.228 -0.310 0.680
C 0.40424 0.94021 4.16882 -1.963 2.048 -5.508
N -0.01204 1.31018 3.04626 2.545 -0.721 6.157
```
Forces are in eV/Å.